# 1
{
  "formula": "C27H49CoF2NO2Si2",
  "method": "wB97M-V/def2-TZVPD",
  "largest_force_ev_per_a": 2.928,
  "molar_mass_g_mol": 572.8,
  "total_charge": 1,
  "total_energy_ev": -93187.64716,
  "multiplicity": 5,
  "symbols": ["O", "O", "C", "C", "H", "H", "H", "H", "H", "C", "C", "H", "H", "H", "H", "H", "C", "C", "C", "H", "H", "H", "H", "H", "C", "H", "H", "H", "H", "H", "H", "Co", "C", "Si", "H", "H", "C", "C", "C", "C", "Si", "H", "H", "C", "C", "C", "H", "H", "H", "H", "H", "H", "H", "H", "H", "H", "H", "H", "H", "H", "H", "H", "H", "H", "F", "C", "C", "C", "C", "C", "F", "C", "C", "C", "C", "C", "C", "N", "H", "H", "H", "H", "H", "H"],
  "coordinates": [[2.84661, -0.12970, 0.10987], [0.65171, -4.55933, -2.00984], [3.08096, 0.17946, -1.26822], [4.36946, 0.96557, -1.44680], [2.23260, 0.80884, -1.59631], [3.13343, -0.74723, -1.86810], [4.28019, 1.94696, -0.97198], [4.54251, 1.15254, -2.51377], [5.26086, 0.46841, -1.04167], [2.59042, -1.51071, 0.38290], [3.39489, -2.56712, -0.37657], [1.51666, -1.67524, 0.17839], [2.77791, -1.62966, 1.46672], [2.80671, -3.00217, -1.20128], [3.59691, -3.38333, 0.32712], [4.36714, -2.22689, -0.75421], [-0.29798, -4.49703, -0.93972], [0.09391, -4.10395, -3.24431], [0.30465, -5.12147, 0.30872], [-1.21868, -5.05260, -1.22401], [-0.60988, -3.44628, -0.70976], [0.68720, -6.12075, 0.09319], [-0.44981, -5.19751, 1.09454], [1.12076, -4.50754, 0.70031], [0.87627, -4.69816, -4.40289], [0.15760, -2.99706, -3.30426], [-0.97340, -4.39095, -3.33325], [1.93871, -4.43849, -4.34718], [0.47770, -4.31273, -5.34454], [0.77558, -5.78937, -4.41731], [-2.05561, -0.55769, -0.70925], [0.68534, 1.80904, 1.68288], [-1.72128, -0.62662, -1.73706], [-3.03121, 0.23773, -2.73902], [-0.86719, 0.07052, -1.80417], [-1.35549, -1.62672, -1.99360], [-2.49028, 0.21690, -4.51070], [-3.25879, 2.01648, -2.10985], [-4.53238, -0.81178, -2.42039], [2.45782, 1.75284, 2.35219], [1.76472, 0.62343, 3.72180], [2.87116, 2.72455, 2.68260], [3.15634, 1.32031, 1.60839], [3.26974, -0.11488, 4.57065], [0.71443, -0.81182, 3.06660], [0.71598, 1.63580, 4.90585], [-4.24546, -1.87357, -2.49594], [-5.30514, -0.58632, -3.16926], [-4.94272, -0.64587, -1.40525], [-1.66571, 0.91135, -4.71504], [-3.36382, 0.49356, -5.11700], [-2.16301, -0.80196, -4.75717], [-2.34455, 2.62447, -2.21652], [-3.53573, 2.06298, -1.04157], [-4.06131, 2.49313, -2.69351], [1.20451, -1.76623, 3.31453], [0.55837, -0.80017, 1.97449], [-0.27618, -0.81857, 3.53736], [0.72385, 1.16928, 5.90127], [-0.32808, 1.71416, 4.57273], [1.11016, 2.65615, 4.99983], [3.07723, -0.27276, 5.63998], [4.11949, 0.57049, 4.45916], [3.54117, -1.07536, 4.11218], [-4.24994, -0.25318, 2.81307], [-3.44479, 0.84035, 2.59664], [-2.10311, 0.60612, 2.27541], [-1.27899, 1.67881, 1.99455], [-1.85606, 2.96455, 1.88705], [-3.20630, 3.13027, 2.26459], [-3.77291, 4.39024, 2.24994], [-4.02397, 2.09524, 2.64729], [-1.05197, 3.92734, 1.16594], [-1.50043, 5.12726, 0.62042], [-0.70511, 5.81959, -0.28537], [0.52453, 5.28339, -0.63106], [0.98322, 4.11904, -0.02534], [0.19591, 3.44293, 0.85640], [-1.74063, -0.41829, 2.26533], [-5.06991, 2.24276, 2.91937], [-2.49322, 5.47090, 0.88785], [-1.07606, 6.74891, -0.71675], [1.15346, 5.78216, -1.37923], [1.95830, 3.67230, -0.21906]],
  "forces_ev_per_angstrom": [[0.50, -0.19, -0.34], [-0.83, 0.24, 0.17], [-0.04, 0.01, -0.23], [0.08, 0.25, -0.07], [0.22, -0.41, -0.20], [-0.28, 0.52, 0.22], [0.10, -0.06, 0.07], [-0.05, -0.08, 0.17], [-0.37, -0.04, -0.05], [-0.38, -0.15, 0.30], [-0.07, -0.34, -0.08], [0.25, -0.19, 0.25], [-0.19, 0.17, -0.51], [0.34, 0.21, 0.21], [-0.01, 0.07, -0.22], [-0.24, 0.07, 0.17], [-0.19, 0.02, 0.10], [0.20, 0.19, -0.19], [0.06, 0.15, -0.11], [0.42, 0.27, 0.03], [0.26, -0.51, -0.35], [-0.03, 0.08, 0.01], [-0.02, -0.02, -0.08], [0.02, -0.09, -0.10], [-0.06, -0.14, 0.05], [-0.14, -0.34, 0.17], [0.39, 0.08, 0.19], [-0.18, -0.05, 0.05], [0.05, -0.01, 0.04], [0.09, 0.21, 0.04], [0.00, -0.37, 0.48], [-0.94, -0.83, -1.78], [0.98, 1.05, 0.09], [0.18, -0.30, 0.53], [0.18, -0.31, 0.12], [-0.42, 0.22, -0.03], [-0.27, 0.08, -0.19], [0.08, -0.08, 0.12], [-0.52, 0.08, -0.13], [2.24, 0.02, 1.30], [0.08, -0.84, 1.17], [-0.53, -0.31, 0.05], [-0.74, 0.03, 0.11], [0.29, 0.20, -0.14], [-0.08, -0.12, -0.21], [0.04, 0.25, -0.10], [-0.18, 0.34, -0.07], [-0.06, -0.25, 0.32], [0.15, -0.04, -0.50], [-0.21, -0.13, 0.01], [0.37, -0.11, -0.21], [-0.15, 0.24, -0.14], [-0.25, -0.21, -0.14], [-0.03, -0.14, -0.36], [0.22, -0.01, 0.21], [-0.10, 0.29, -0.15], [0.00, -0.14, 0.32], [0.37, 0.05, 0.01], [-0.01, 0.11, -0.25], [0.23, -0.05, 0.10], [-0.07, -0.16, 0.14], [0.01, 0.04, -0.25], [-0.06, -0.23, 0.20], [-0.05, 0.25, 0.10], [0.83, 1.15, -0.06], [-0.47, -1.24, -0.27], [-0.47, -0.14, 0.48], [-0.74, -0.14, 0.48], [-0.98, -0.54, 0.55], [0.28, 1.32, -0.20], [0.61, -1.19, -0.05], [-0.07, -0.37, 0.04], [0.90, 0.19, -0.74], [-0.07, 0.11, 0.10], [-0.41, -0.37, 0.41], [1.15, 0.12, -0.52], [-1.15, -0.01, 0.50], [-0.29, 2.57, -1.37], [-0.23, 0.22, 0.06], [0.39, -0.02, -0.11], [0.25, 0.05, -0.10], [0.21, -0.27, 0.01], [-0.24, -0.26, 0.43], [-0.19, 0.23, -0.08]],
  "lowdin_spin": [0.0119, 0.0000, 0.0001, 0.0002, 0.0003, 0.0000, 0.0000, 0.0000, 0.0000, 0.0003, 0.0004, 0.0000, 0.0001, 0.0000, 0.0000, 0.0000, 0.0000, 0.0000, 0.0000, 0.0000, 0.0000, 0.0000, 0.0000, 0.0000, 0.0000, 0.0000, 0.0000, 0.0000, 0.0000, 0.0000, 0.0000, 2.8057, 0.0004, 0.0001, 0.0001, 0.0000, 0.0000, 0.0000, 0.0000, 0.5321, 0.0921, 0.0344, 0.0403, 0.0592, 0.0229, 0.0031, 0.0000, 0.0000, 0.0000, 0.0000, 0.0000, 0.0000, 0.0000, 0.0000, 0.0000, 0.0032, 0.0044, -0.0003, 0.0003, 0.0008, -0.0002, 0.0072, 0.0003, 0.0014, 0.0035, 0.0087, 0.0274, 0.1493, 0.0172, 0.0061, 0.0033, -0.0035, 0.0137, 0.0007, 0.0054, 0.0027, 0.0242, 0.1115, 0.0029, -0.0003, 0.0004, 0.0002, 0.0006, 0.0048]
}

# 2
{
  "formula": "C5H8N5S",
  "method": "wB97M-V/def2-TZVPD",
  "largest_force_ev_per_a": 2.476,
  "smiles": "CS/N=C/NC1=CCN=[N+]=N1",
  "molar_mass_g_mol": 170.2,
  "total_charge": 1,
  "total_energy_ev": -23587.98039,
  "symbols": ["C", "C", "C", "C", "C", "N", "N", "N", "N", "N", "S", "H", "H", "H", "H", "H", "H", "H", "H"],
  "coordinates": [[-0.17638, 2.38532, 0.41117], [1.98951, -0.51995, -0.39043], [0.21938, 1.08264, 0.23999], [-1.53643, 2.69656, 0.92574], [-0.21515, -3.58078, -0.93995], [-2.25997, 1.50207, 1.32787], [-1.84893, 0.45972, 0.85023], [1.22059, -1.53082, -0.50962], [-0.82012, 0.16892, 0.21546], [1.49631, 0.71190, -0.05455], [1.50982, -3.08775, -0.74955], [0.41558, 3.20260, 0.03000], [3.06884, -0.51655, -0.54812], [-1.49493, 3.28695, 1.84963], [-2.10727, 3.30580, 0.20626], [-0.57686, -3.25510, -1.91059], [-0.79081, -3.09767, -0.15539], [-0.27835, -4.66116, -0.85925], [2.18517, 1.44730, 0.06109]],
  "forces_ev_per_angstrom": [[-0.83, 0.09, 0.12], [0.29, -1.93, -0.49], [1.04, -0.25, 0.74], [0.72, -0.29, -0.49], [0.17, 0.06, -0.11], [-0.87, 1.01, 0.70], [-0.90, -0.80, 1.02], [-0.29, 1.94, 0.42], [1.41, -0.22, -2.02], [-0.89, 1.48, 0.35], [0.09, -0.79, -0.13], [0.05, 0.08, -0.35], [-0.03, -0.02, 0.11], [-0.05, -0.04, 0.03], [0.17, 0.12, 0.09], [-0.03, -0.05, -0.07], [0.01, -0.08, 0.09], [0.03, -0.09, 0.02], [-0.10, -0.21, -0.03]],
  "nbo_charge": [-0.0303, 0.2203, 0.2933, -0.3786, -0.7487, -0.0595, 0.1398, -0.6127, -0.1242, -0.5098, 0.6006, 0.2562, 0.1902, 0.3171, 0.2966, 0.2349, 0.2402, 0.2457, 0.4288]
}

# 3
{
  "formula": "C15H10N2O3",
  "method": "wB97M-V/def2-TZVPD",
  "largest_force_ev_per_a": 3.008,
  "molar_mass_g_mol": 266.3,
  "total_charge": 0,
  "total_energy_ev": -24835.37974,
  "symbols": ["O", "O", "O", "C", "C", "C", "C", "C", "C", "C", "C", "C", "C", "C", "C", "C", "C", "C", "N", "N", "H", "H", "H", "H", "H", "H", "H", "H", "H", "H"],
  "coordinates": [[2.75570, 1.68448, -0.82630], [-0.17862, 1.42199, -3.13937], [-1.17019, -0.73703, 1.53606], [2.03205, 1.03481, -1.54785], [3.43232, -0.56717, 3.00390], [3.22028, -1.53949, 2.02392], [2.57404, 0.51235, 3.07980], [2.29660, -1.29821, 1.02852], [1.55476, 0.71532, 2.15124], [-3.99946, 0.02282, -2.30494], [-4.21696, -0.50577, -1.06152], [1.40554, -0.23142, 1.10967], [-2.71282, 0.48099, -2.64889], [-3.18731, -0.52928, -0.14096], [0.62788, 0.64989, -1.16469], [0.36386, 0.02202, 0.11039], [-1.65552, 0.40969, -1.75685], [-1.89719, -0.10248, -0.47145], [-0.39650, 0.82371, -2.03175], [-0.89255, -0.26770, 0.40853], [2.28977, 0.98759, -2.60277], [4.22358, -0.71020, 3.73062], [3.85440, -2.40724, 1.92367], [2.62311, 1.22853, 3.85904], [2.09585, -1.93971, 0.19559], [0.90354, 1.60925, 2.18112], [-4.80680, 0.13242, -3.00484], [-5.20994, -0.88162, -0.84207], [-2.57362, 0.89968, -3.63748], [-3.35580, -0.91824, 0.83965]],
  "forces_ev_per_angstrom": [[-0.37, -0.97, 0.21], [0.07, -0.01, -0.22], [-0.38, -0.64, 1.42], [-0.40, 2.27, -0.29], [-0.28, -0.92, -0.02], [0.72, 0.68, -0.40], [-0.80, 0.33, -0.66], [-1.57, 0.33, 0.00], [-0.02, -0.67, -0.65], [1.99, 0.98, -1.03], [0.07, -0.16, 0.97], [0.76, 1.31, 1.27], [-1.59, 0.06, -0.90], [-0.48, -0.32, -0.01], [-0.81, -1.46, 1.47], [0.61, 1.07, -2.22], [-1.12, -0.83, 1.56], [-1.82, 0.10, -1.90], [2.59, 1.03, -1.13], [1.08, -0.27, 1.49], [-0.06, -0.79, -0.42], [-0.11, 0.08, 0.02], [0.13, -0.04, 0.22], [0.47, 0.52, 0.70], [0.41, -0.73, -0.22], [0.43, -0.73, 0.15], [-0.08, -0.08, -0.29], [0.17, 0.01, 0.37], [0.29, 0.02, 0.16], [0.10, -0.16, 0.39]],
  "nbo_charge": [-0.4682, -0.5286, -0.5279, 0.3903, -0.1953, -0.2034, -0.2102, -0.2169, -0.1733, -0.1854, -0.1921, 0.0166, -0.1728, -0.1870, 0.0454, 0.1445, 0.0741, 0.1582, 0.1290, 0.0996, 0.1604, 0.2184, 0.2180, 0.2147, 0.2102, 0.2214, 0.2245, 0.2260, 0.2529, 0.2569]
}